Molecular formula: C78H183N17O22
Method: DFT, wB97M-V/def2-TZVPD

```
300
Properties=species:S:1:pos:R:3
C 1.20942 5.86942 -3.21045
O 2.38715 6.18203 -2.95128
N 0.17545 6.35603 -2.44600
N 0.94841 5.14424 -4.33891
H 0.42905 6.29040 -1.44576
H -0.69537 5.79642 -2.48425
H -0.00132 4.92198 -4.59855
H 1.67583 5.07118 -5.03803
C 4.02697 3.47396 -4.70249
O 3.35453 3.87205 -5.71760
N 4.29137 4.36321 -3.75473
N 4.42347 2.18306 -4.53869
H 3.91829 5.28430 -3.75970
H 4.85736 4.06071 -2.95022
H 5.05896 1.93774 -3.86985
H 4.13207 1.48163 -5.19015
C 4.30210 6.93902 -0.01173
O 4.80283 6.86029 1.10296
N 4.64618 6.07355 -1.08807
N 3.48999 7.94592 -0.43158
H 3.93773 5.98798 -1.78922
H 4.94859 5.13173 -0.80729
H 3.05355 7.83528 -1.33944
H 3.07489 8.59114 0.24052
C 6.23646 1.47918 -1.48771
O 6.13555 2.68924 -1.62009
N 7.47062 0.86375 -1.11894
N 5.26751 0.51750 -1.74670
H 7.40120 -0.17303 -1.01326
H 8.34795 1.31776 -1.27472
H 5.46139 -0.45151 -1.53907
H 4.32347 0.84586 -1.98385
C 4.76450 3.42964 1.62225
O 4.55051 2.18049 1.56190
N 3.89581 4.32109 1.99972
N 5.93729 3.91533 1.33309
H 4.10510 5.34687 1.78949
H 3.04956 3.92105 2.29455
H 6.58780 3.27672 0.88142
H 6.14412 4.96817 1.25911
C 0.57449 5.08404 1.62938
C -0.03580 4.88241 3.08541
O -0.25092 3.53154 3.33679
O -0.46418 5.22677 0.73361
H 1.20768 4.20884 1.40813
H 1.21380 5.96304 1.64314
H -0.98968 5.38071 3.07151
H 0.70362 5.37756 3.71815
H 0.60939 3.12386 3.54905
H -1.14935 4.62161 1.08572
C 4.18997 -2.99216 4.17130
C 4.23358 -3.48413 5.63675
O 5.49249 -3.95299 6.11069
O 3.00004 -2.20055 3.98434
H 4.14711 -3.81592 3.49220
H 5.16910 -2.49392 4.09845
H 3.45358 -4.25653 5.82748
H 3.98622 -2.65558 6.27097
H 5.70922 -4.85572 5.86802
H 3.37496 -1.35961 3.66448
C 5.62319 -2.06294 0.69888
C 4.38684 -2.75243 0.22275
O 4.70992 -4.08642 -0.08212
O 6.55582 -1.86988 -0.34334
H 5.93538 -2.82181 1.46594
H 5.39079 -1.12976 1.22768
H 4.04808 -2.30107 -0.74830
H 3.53616 -2.61485 0.99879
H 4.23831 -4.29664 -0.90988
H 6.58071 -2.72236 -0.78969
C -4.45007 4.29499 2.31065
C -4.78239 4.19927 3.77197
O -6.17755 4.01859 3.94992
O -2.98854 4.02667 2.13505
H -4.58915 5.22997 1.87128
H -5.02327 3.53510 1.78306
H -4.38708 4.97539 4.39079
H -4.28058 3.21250 3.97703
H -6.44985 4.34336 4.79331
H -2.88711 3.10224 2.31978
C 3.49938 2.33720 4.55918
C 3.97815 0.92716 4.68491
O 4.39131 0.19546 3.54897
O 2.43143 2.47008 3.55067
H 4.40607 2.92519 4.24282
H 3.24085 2.75631 5.53140
H 3.21144 0.36579 5.21772
H 4.83471 1.02925 5.43027
H 4.71757 0.88850 2.94199
H 2.37091 1.62817 3.06947
C 1.67959 -1.15775 -7.71006
C 2.84376 -0.83968 -6.69288
C 3.89556 -2.09313 -6.59471
C 4.92524 -2.06901 -7.64325
C 5.65565 -0.73503 -7.62550
C 4.65409 0.42489 -7.99805
N 3.60005 0.43969 -6.89648
O 2.68851 1.49370 -7.24934
C 5.48361 1.70060 -7.79012
C 4.12857 0.34233 -9.40327
C 2.17417 -0.70903 -5.32743
H 1.06490 -0.25873 -7.79096
H 1.09831 -2.07139 -7.34800
H 1.96901 -1.46797 -8.75113
H 4.45085 -2.12696 -5.69777
H 3.28103 -2.99320 -6.45965
H 4.38694 -2.17258 -8.59003
H 5.57102 -2.95275 -7.59372
H 6.52175 -0.73925 -8.29371
H 5.96108 -0.52766 -6.63491
H 5.97217 1.72970 -6.77142
H 6.13554 1.63765 -8.66094
H 4.86334 2.53774 -7.90668
H 3.60787 -0.60073 -9.71946
H 3.48999 1.18262 -9.49762
H 5.00431 0.57052 -10.03070
H 1.39333 0.06763 -5.34748
H 2.98156 -0.55329 -4.55391
H 1.70498 -1.71126 -5.15713
H 2.96101 2.22949 -6.67696
C 0.85752 -4.98393 4.88427
C -0.59876 -5.33656 4.51064
C -1.38420 -4.04647 4.51217
C -0.93515 -3.11465 3.35824
C -1.05206 -3.70453 2.00732
C -0.34493 -5.07407 1.97946
N -0.76667 -5.87467 3.16919
O -0.17656 -7.14340 3.04977
C -0.99123 -5.85163 0.80924
C 1.15774 -4.94061 1.65609
C -1.10078 -6.31228 5.53398
H 1.43279 -4.24423 4.35844
H 1.42564 -5.91020 4.83362
H 0.75298 -4.56923 5.88718
H -2.44211 -4.33755 4.30662
H -1.31413 -3.55177 5.45802
H 0.03581 -2.86440 3.60563
H -1.46861 -2.16431 3.51018
H -0.63306 -3.15589 1.16181
H -2.15741 -3.84614 1.84622
H -0.81117 -5.39357 -0.22251
H -0.63477 -6.89125 0.69885
H -2.04558 -5.91460 0.95348
H 1.66611 -5.92162 1.56491
H 1.17585 -4.35569 0.76054
H 1.72965 -4.35622 2.39521
H -1.26127 -5.76465 6.43915
H -0.39367 -7.17843 5.73551
H -2.04778 -6.83874 5.28946
H 0.75611 -7.06045 3.32702
C 1.48257 1.09941 -2.73419
C 1.14508 1.86411 -1.43880
C -0.34277 2.14420 -1.31671
C -1.10241 0.86111 -0.93907
C -0.49133 0.37691 0.41007
C 0.90915 -0.02806 0.25307
N 1.60245 1.21402 -0.16018
O 2.96855 0.83965 -0.38891
C 1.43453 -0.28372 1.67138
C 1.18095 -1.20831 -0.68242
C 1.93976 3.14534 -1.42016
H 0.91494 0.18795 -2.91875
H 2.56107 0.82880 -2.82854
H 1.35387 1.85946 -3.48107
H -0.47643 2.91907 -0.57699
H -0.59788 2.59396 -2.34277
H -1.00585 0.03570 -1.61150
H -2.15544 1.04578 -0.71511
H -1.05848 -0.46292 0.76685
H -0.47391 1.15483 1.19787
H 1.15028 0.59246 2.27232
H 0.81471 -1.05932 2.13124
H 2.48930 -0.49074 1.64821
H 1.98711 -1.05664 -1.36933
H 1.53334 -2.02108 -0.05368
H 0.32002 -1.50533 -1.31485
H 1.75485 3.64635 -2.37067
H 3.01210 2.94125 -1.49259
H 1.60086 3.73052 -0.54455
H 3.58259 1.24447 0.23695
C -6.99357 0.25524 5.03612
C -5.97227 -0.53843 4.08406
C -6.47775 -1.99541 3.94391
C -5.62700 -2.73958 2.93978
C -5.58782 -1.97657 1.59878
C -5.28017 -0.51258 1.72311
N -6.08651 0.12518 2.77655
O -5.56433 1.52229 2.96732
C -3.75960 -0.31134 1.89050
C -5.68451 0.20118 0.45698
C -4.64952 -0.54590 4.84194
H -7.15756 -0.33158 5.98171
H -7.95591 0.40768 4.51859
H -6.51174 1.25443 5.21759
H -6.46859 -2.44546 4.90510
H -7.55018 -1.84656 3.71368
H -5.88962 -3.79047 2.77886
H -4.66396 -2.80768 3.36956
H -6.55451 -2.06386 1.13279
H -4.87342 -2.43373 0.92287
H -3.43931 -1.08093 2.60674
H -3.30100 -0.47796 0.92120
H -3.53622 0.69459 2.15149
H -5.08946 -0.20143 -0.41480
H -6.77846 0.16312 0.22360
H -5.43467 1.30707 0.49542
H -4.01424 0.36333 4.70995
H -3.92036 -1.37330 4.63411
H -4.88767 -0.64868 5.96363
H -6.34800 2.11390 3.10697
C 0.62967 -1.58472 8.80915
C 0.63809 -0.45644 7.75390
C 0.50812 -1.15171 6.38505
C 0.07541 -0.22497 5.31213
C -1.19227 0.43418 5.71636
C -1.02823 1.30029 6.96625
N -0.49769 0.40518 8.00924
O -0.57348 0.85072 9.36193
C -0.16069 2.52065 6.66515
C -2.42040 1.68664 7.38512
C 1.95725 0.30682 7.93820
H 1.31154 -2.39123 8.58769
H -0.36409 -1.99844 9.04009
H 0.91174 -1.14548 9.79699
H 1.57992 -1.43210 6.07848
H -0.14895 -1.99040 6.47174
H -0.17104 -0.92664 4.46512
H 0.85696 0.42181 4.87802
H -1.90299 -0.35594 5.97224
H -1.68623 1.03567 4.92490
H -0.62657 3.28805 6.08562
H 0.19771 2.88980 7.66390
H 0.77291 2.36270 6.11049
H -2.39450 2.17523 8.36360
H -2.87525 2.30563 6.58059
H -3.00385 0.74858 7.52397
H 2.75605 -0.40638 8.21070
H 1.83810 1.04272 8.72598
H 2.42613 0.76029 7.06619
H 0.03237 1.61427 9.44850
C -3.44784 3.31201 -5.72834
C -3.58120 2.29387 -4.58878
C -3.97193 3.03858 -3.31541
C -5.37474 3.57112 -3.38490
C -6.33780 2.36273 -3.42217
C -5.99403 1.34801 -4.59197
N -4.50906 1.14480 -4.72270
O -4.39505 0.52735 -5.98696
C -6.63502 -0.00052 -4.32110
C -6.49834 1.93370 -5.93414
C -2.17722 1.64661 -4.35089
H -2.73105 3.95131 -5.37109
H -4.36884 3.89440 -5.89358
H -3.06986 2.88668 -6.68853
H -3.93813 2.24481 -2.49709
H -3.17016 3.71080 -3.06829
H -5.60555 4.14151 -4.30618
H -5.69344 4.20298 -2.52937
H -7.39499 2.69487 -3.45436
H -6.14296 1.76576 -2.52343
H -6.33130 -0.34349 -3.27064
H -7.73972 0.13940 -4.25389
H -6.31366 -0.72208 -5.05049
H -6.31907 3.01917 -5.95384
H -6.14888 1.37307 -6.82150
H -7.60498 1.83999 -5.84360
H -1.75302 1.22376 -5.26728
H -2.18571 0.86798 -3.52051
H -1.43602 2.41068 -4.16488
H -3.80686 -0.18704 -5.80055
C -2.53280 -2.10073 -4.03822
C -2.86937 -3.28487 -3.12572
C -4.05583 -4.16390 -3.70121
C -3.66663 -5.10770 -4.77593
C -2.56086 -6.02649 -4.17517
C -1.35021 -5.22820 -3.79192
N -1.75560 -4.20035 -2.82191
O -0.59058 -3.44506 -2.48319
C -0.43149 -6.23284 -3.10876
C -0.58574 -4.57766 -5.04333
C -3.26611 -2.71850 -1.72911
H -2.52708 -2.34603 -5.14595
H -1.58784 -1.54058 -3.76347
H -3.37299 -1.33878 -3.94011
H -4.61202 -4.51303 -2.83788
H -4.73128 -3.37350 -4.03342
H -3.35058 -4.64206 -5.74020
H -4.51408 -5.68072 -5.05391
H -2.24321 -6.85303 -4.90452
H -2.95177 -6.44551 -3.25813
H -0.02203 -6.97024 -3.75524
H 0.45294 -5.74930 -2.59957
H -1.02009 -6.73968 -2.37996
H -1.16629 -3.98798 -5.77089
H 0.31766 -4.08417 -4.61986
H -0.13378 -5.47186 -5.54198
H -3.61804 -3.52448 -1.00781
H -4.02304 -1.92603 -1.78236
H -2.33867 -2.27153 -1.31899
H -0.58855 -3.44148 -1.51702
```

2S+1: 1
Frontier orbital gap in hartree: 0.307